No. 1
14
Properties=species:S:1:pos:R:3:nbo_charge:R:1 method="wB97M-V/def2-TZVPD" gap_ev=8.10 homo_energy_ha=-0.3082 total_energy_ev=-28998.389 lumo_energy_ev=-0.29 multiplicity=1 smiles="S=c1cccco1.S"
S -0.0147 -0.1786 -2.6329 -0.090
C -0.4306 -0.0087 -1.0593 0.159
C -1.6056 -0.5312 -0.4852 -0.318
C -2.0612 -0.1165 0.7048 -0.113
C -1.2777 0.7855 1.4701 -0.364
C -0.1648 1.2245 0.8953 0.228
O 0.3177 0.7995 -0.2227 -0.422
H -2.2123 -1.0320 -1.2260 0.247
H -3.1153 -0.3952 1.0992 0.232
H -1.6176 1.3921 2.2951 0.236
H 0.5115 1.9145 1.5160 0.204
S 3.9848 -0.7594 -0.4257 -0.294
H 3.0916 -1.7994 -0.4362 0.150
H 4.5942 -1.2952 -1.4925 0.145

***

No. 2
55
Properties=species:S:1:pos:R:3:nbo_charge:R:1 method="wB97M-V/def2-TZVPD" gap_ev=8.53 homo_energy_ha=-0.2952 total_energy_ev=-40612.646 lumo_energy_ev=0.50 multiplicity=1 smiles="COc1cccc(NC(=S)N2CCC(NC(=O)C3CCCCC3)CC2)c1"
C 2.3480 6.8234 0.2007 -0.254
O 2.7442 5.8713 1.1584 -0.506
C 2.7799 4.5608 0.7983 0.401
C 2.4473 4.0682 -0.4599 -0.357
C 2.5417 2.7079 -0.7046 -0.156
C 2.9442 1.8273 0.2778 -0.300
C 3.2531 2.3131 1.5482 0.173
N 3.6780 1.4666 2.5773 -0.625
C 3.5333 0.1050 2.6528 0.309
S 4.7968 -0.7785 3.2572 -0.242
N 2.3600 -0.4475 2.2738 -0.439
C 2.2101 -1.8856 2.2288 -0.226
C 1.4124 -2.2801 0.9888 -0.398
C 0.0437 -1.5998 1.0068 -0.069
N -0.7307 -1.9545 -0.1613 -0.617
C -2.0179 -2.3753 -0.0888 0.698
O -2.5926 -2.5308 0.9669 -0.632
C -2.6690 -2.5964 -1.4469 -0.308
C -3.2408 -1.2562 -1.9288 -0.388
C -3.9526 -1.4257 -3.2675 -0.395
C -5.0687 -2.4585 -3.1498 -0.397
C -4.5056 -3.7949 -2.6768 -0.395
C -3.7870 -3.6329 -1.3420 -0.393
C 0.2333 -0.0829 1.1109 -0.403
C 1.0909 0.2511 2.3291 -0.221
C 3.1820 3.6761 1.7966 -0.310
H 2.3956 7.7863 0.7067 0.202
H 3.0245 6.8338 -0.6598 0.177
H 1.3237 6.6463 -0.1427 0.177
H 2.1309 4.7264 -1.2524 0.221
H 2.3072 2.3351 -1.6910 0.213
H 3.0530 0.7755 0.0671 0.224
H 4.4479 1.8143 3.1339 0.425
H 3.2042 -2.3350 2.2086 0.254
H 1.6919 -2.2355 3.1305 0.193
H 1.2931 -3.3634 0.9642 0.223
H 1.9593 -1.9741 0.0935 0.194
H -0.5393 -1.9543 1.8642 0.234
H -0.3078 -1.7956 -1.0619 0.390
H -1.9141 -2.9427 -2.1618 0.199
H -3.9490 -0.8904 -1.1824 0.209
H -2.4392 -0.5182 -2.0208 0.203
H -4.3627 -0.4659 -3.5887 0.209
H -3.2338 -1.7525 -4.0233 0.191
H -5.5645 -2.5822 -4.1149 0.207
H -5.8125 -2.1055 -2.4325 0.196
H -5.3122 -4.5229 -2.5730 0.210
H -3.8051 -4.1775 -3.4238 0.190
H -4.4894 -3.3072 -0.5734 0.220
H -3.3672 -4.5885 -1.0215 0.213
H -0.7367 0.4057 1.2078 0.224
H 0.7159 0.2913 0.2061 0.203
H 1.2543 1.3256 2.3940 0.231
H 0.5592 -0.0734 3.2350 0.195
H 3.4386 4.0732 2.7660 0.224

***

No. 3
22
Properties=species:S:1:pos:R:3:lowdin_spin:R:1 method="wB97M-V/def2-TZVPD" gap_ev="2.50 / 11.64" homo_energy_ha="0.0567 / -0.2752" total_energy_ev=-6479.602 s_squared=0.750 lumo_energy_ev="4.05 / 4.16" multiplicity=2 charge=-1
C -0.8532 -1.6549 -0.1543 0.132
C -0.8441 -1.1468 1.2856 0.073
C -2.0999 -2.4410 -0.5035 0.132
H -0.5913 -0.8394 -0.8126 0.033
H -0.0098 -2.3591 -0.2613 0.044
H -0.8839 -1.9518 2.0179 0.015
H -2.2819 -3.1676 0.2971 0.013
H -2.9705 -1.7718 -0.5184 0.018
H -1.6969 -0.4760 1.4379 0.012
H 0.0595 -0.5693 1.4735 0.010
H -2.2041 -2.9819 -1.4465 0.031
C 1.2688 1.1800 -0.2707 0.089
C 2.0089 1.9257 -1.3365 0.156
C 0.5866 2.1088 0.7770 0.079
H 0.5954 0.4675 -0.7196 0.014
H 1.9306 0.5312 0.3227 0.032
H 2.7808 2.5794 -0.9209 0.017
H 1.4061 2.5465 -1.9999 0.024
H 1.3550 2.4359 1.4802 0.013
H -0.0204 2.9710 0.5179 0.017
H 2.4841 1.2027 -2.0243 0.038
H -0.0197 1.4110 1.3588 0.007

***

No. 4
120
Properties=species:S:1:pos:R:3:lowdin_charge:R:1 method="wB97M-V/def2-TZVPD" gap_ev=10.04 homo_energy_ha=-0.3865 total_energy_ev=-83192.038 lumo_energy_ev=-0.48 multiplicity=1
H -1.5608 -0.4740 -2.0220 0.059
H -0.1635 -0.3074 -1.1513 0.032
O -1.0676 0.0443 -1.3012 -0.076
H 1.4002 -3.2250 -5.1830 0.105
H 0.2089 -3.3971 -4.0760 0.056
O 0.9776 -2.8553 -4.3661 -0.057
H 2.0522 -1.4245 -0.2333 -0.076
H 2.3187 -2.1341 1.0969 0.118
O 2.6136 -2.0181 0.0790 -0.056
H -0.3544 5.3552 2.1632 0.032
H -1.8636 6.0237 2.0427 0.054
O -1.1611 5.7196 2.6458 -0.074
H 0.3459 -1.4648 -4.8622 0.061
H 0.4319 -1.1680 -6.2807 0.036
O 0.2469 -0.6134 -5.5141 -0.124
H 4.4961 -1.5261 -1.3767 0.087
O 4.2933 -0.5483 -1.5036 -0.096
H 2.5683 5.6726 2.7284 0.089
O 2.3465 4.9814 3.3845 -0.055
H 1.9460 -1.8328 3.4568 0.063
H 3.4589 -2.0029 3.2140 0.056
O 2.7094 -1.4637 2.9223 -0.062
H -2.4930 -3.2073 -0.9972 0.070
H -1.5521 -2.1302 -0.2190 -0.016
O -1.9127 -2.4605 -1.0312 -0.055
H 2.1947 1.0989 -4.1339 0.028
H 1.6949 0.4796 -5.4452 0.018
O 2.2174 1.2459 -5.0983 -0.085
H 0.0948 4.0385 -1.2037 -0.008
H -0.9743 3.0347 -1.1336 0.009
O -0.7821 3.9394 -0.8029 -0.079
H 2.5082 -3.8467 -2.8980 -0.095
O 2.9440 -4.5710 -2.7008 -0.004
H -0.4858 1.4031 1.7697 -0.001
H -0.1018 2.2194 2.8363 0.020
O -0.7693 1.4521 2.6435 -0.085
H -0.4830 1.8730 5.3619 0.060
H -1.8430 2.3953 4.5370 0.157
O -1.4865 1.7148 5.3623 -0.167
H 4.0522 0.8827 -4.6119 -0.066
H 4.3619 0.2905 -3.2896 0.035
O 4.5976 1.0023 -3.9279 -0.034
H 3.5964 3.4819 -4.2678 -0.012
H 4.1306 2.6154 -3.1660 0.089
O 3.3423 3.2618 -3.4164 -0.085
H -0.4386 -1.3351 4.2807 0.034
H -0.8532 -0.1458 3.2888 0.029
O -0.7176 -1.0975 3.4198 -0.052
H 2.5201 4.8597 -0.6641 -0.002
H 3.6559 5.4202 -1.2867 -0.016
O 3.2429 5.4302 -0.4775 -0.003
H -5.7979 -2.0038 -3.0017 0.039
O -4.9464 -2.1102 -2.6896 0.012
H 0.2763 -2.7986 0.8370 0.100
H -0.5391 -1.8927 1.5843 -0.045
O -0.0285 -1.7826 0.8268 -0.073
H 0.2874 -3.1814 4.2459 0.113
O 0.6636 -3.4438 3.2631 -0.154
H -4.4367 -0.1483 4.6293 -0.122
H -3.5345 0.8745 5.3114 0.031
O -4.2380 0.1955 5.3580 0.041
H -5.9165 2.4729 1.7976 0.046
H -5.3748 2.9261 0.6719 0.057
O -6.0137 2.1871 0.8775 -0.087
H 1.4611 -3.1349 -0.3772 -0.030
H 1.6330 -4.7218 -0.2801 0.149
O 1.0384 -3.9549 -0.6894 -0.111
H 0.2706 3.8499 1.8079 0.004
H 1.1418 4.3454 2.8633 0.052
O 0.7393 3.4244 2.5015 -0.106
H 4.0226 -0.0535 0.5618 -0.026
H 3.7792 0.3179 1.9042 -0.008
O 4.3862 0.5729 1.2008 -0.055
H -1.3428 -4.9563 2.7198 0.040
H -0.4737 -5.3483 1.5448 0.062
O -0.8250 -5.7318 2.3898 -0.052
H -2.9665 -2.2220 -2.8507 0.064
H -3.7672 -1.2578 -3.6241 0.013
O -2.8182 -1.4144 -3.4846 -0.125
H -2.0846 -1.7635 2.6863 0.000
H -3.2086 -1.7732 1.7793 -0.121
O -2.5756 -2.2478 2.0240 0.043
H -1.0293 1.5191 -2.8322 0.038
H 0.2857 1.9828 -2.6793 -0.046
O -0.4673 2.2847 -2.9766 0.014
H -3.9051 0.0323 0.3846 0.065
H -3.0456 -1.1837 -0.1762 0.002
O -3.8712 -0.9280 0.2444 -0.043
H -1.9956 0.8075 -4.9376 0.044
O -2.0673 1.8171 -4.9759 -0.104
H -6.4044 0.1194 1.4653 0.048
H -5.1554 -0.7215 2.0509 -0.055
O -6.0188 -0.4604 2.1756 -0.037
H -4.8987 -1.7670 -1.8344 0.017
H 5.2075 -0.2580 -1.1878 0.102
H 0.2314 -4.3551 3.1676 0.033
H 3.2659 4.6349 3.7687 0.171
H 3.1435 -5.1357 -3.4758 0.072
H -1.2822 1.9770 -4.4204 -0.030
O 2.1162 1.1376 3.8914 -0.009
H 2.2424 0.5610 3.1884 -0.053
H 2.1330 1.9988 3.4816 0.011
O -3.7699 2.3168 -1.1403 -0.087
H -4.2835 1.6624 -1.7035 0.074
H -3.7371 3.0849 -1.7619 0.068
O -1.4617 -3.3359 4.7691 -0.003
H -1.3566 -2.5468 5.1189 -0.049
H -1.5729 -3.3085 3.7501 0.072
O 0.7245 5.4669 -2.6259 -0.053
H 0.1810 5.5147 -3.4175 0.055
H 1.4536 4.9068 -2.9585 0.028
O 5.7508 -2.6853 2.3837 -0.054
H 5.3962 -1.8940 2.7181 -0.025
H 5.6875 -2.4801 1.3854 0.087
O -0.3027 -4.8911 -2.9373 -0.032
H -0.0234 -5.7425 -3.1525 0.020
H 0.1723 -4.4067 -2.2576 -0.011
O 2.0916 0.6760 -0.2333 0.005
H 1.4558 0.8261 -0.9610 0.054
H 1.6080 1.0656 0.4313 0.004